The following is a quantum chemistry calculation of a molecular structure, C22H39MnN3O2SSbSi3 in a non-equilibrium geometry, from the OMol25 dataset.

```
72
C22H39MnN3O2SSbSi3 wB97M-V/def2-TZVPD
Mn -0.622 -2.035 -0.622
C -4.621 -2.610 0.505
C -3.165 -2.268 0.738
O -2.499 -1.749 -0.267
C -2.608 -2.482 1.989
C -1.245 -2.383 2.311
C -0.775 -2.549 3.729
N -0.325 -2.196 1.339
N 0.967 -2.164 1.699
C 1.789 -2.067 0.663
O 1.282 -1.949 -0.563
C 3.207 -2.066 0.854
C 4.075 -2.170 -0.254
C 5.435 -2.222 -0.078
C 5.989 -2.176 1.198
C 5.145 -2.063 2.301
C 3.781 -2.009 2.141
H -4.888 -2.414 -0.531
H -5.267 -2.024 1.161
H -4.785 -3.667 0.717
H -3.275 -2.804 2.777
H -1.607 -2.461 4.427
H -0.026 -1.789 3.945
H -0.295 -3.520 3.859
H 3.639 -2.236 -1.240
H 6.083 -2.305 -0.940
H 7.061 -2.241 1.332
H 5.578 -2.012 3.294
H 3.125 -1.924 2.996
C -1.730 1.068 2.429
Si -0.205 1.569 1.376
C 1.374 0.946 2.255
C -0.087 3.492 1.320
Sb -0.541 0.522 -1.012
Si 1.423 1.771 -2.172
C 1.539 3.686 -2.045
C 3.088 1.060 -1.564
C 1.229 1.388 -4.043
Si -2.592 1.970 -1.674
C -4.125 1.312 -0.737
C -2.894 1.646 -3.539
C -2.630 3.885 -1.501
H -1.501 1.078 3.492
H -2.029 0.054 2.174
H -2.583 1.720 2.263
H 1.438 1.324 3.272
H 2.278 1.237 1.727
H 1.368 -0.140 2.302
H -0.033 3.899 2.325
H -0.940 3.939 0.825
H 0.802 3.810 0.789
H 2.086 3.990 -1.160
H 0.559 4.149 -2.005
H 2.061 4.089 -2.906
H 3.352 1.441 -0.581
H 3.908 1.289 -2.239
H 3.017 -0.020 -1.478
H 0.455 2.002 -4.495
H 0.952 0.346 -4.186
H 2.152 1.564 -4.589
H -4.191 0.236 -0.867
H -5.052 1.755 -1.092
H -4.050 1.502 0.330
H -2.658 0.613 -3.786
H -2.272 2.286 -4.158
H -3.930 1.826 -3.812
H -2.845 4.188 -0.483
H -3.407 4.297 -2.138
H -1.691 4.340 -1.795
S -0.709 -6.259 -2.480
C -0.742 -4.731 -2.049
N -0.795 -3.588 -1.768
```

Properties
2S+1: 2
Net charge: -1
⟨S²⟩: 0.7828
HOMO energy (spin up / spin down) in eV: -3.70 / -3.51
Energy above the lowest of the compared OMol25 structures with the same formula, charge and spin in kJ/mol: 0.0
Orbital gap (spin up / spin down) in eV: 6.27 / 6.08

The computed Mulliken charges, all in e, follow:
1 Mn 0.236
2 C -1.673
3 C 0.835
4 O -0.618
5 C -1.243
6 C 1.303
7 C -1.561
8 N 0.832
9 N -0.830
10 C 0.494
11 O -0.922
12 C 0.797
13 C -0.216
14 C -0.842
15 C -0.342
16 C -0.696
17 C -0.316
18 H 0.343
19 H 0.325
20 H 0.437
21 H 0.311
22 H 0.414
23 H 0.286
24 H 0.333
25 H 0.426
26 H 0.375
27 H 0.382
28 H 0.365
29 H 0.388
30 C -0.789
31 Si 0.350
32 C -0.283
33 C -0.945
34 Sb -0.478
35 Si 0.770
36 C -1.054
37 C -0.807
38 C -1.215
39 Si 0.701
40 C -0.901
41 C -1.235
42 C -1.219
43 H 0.409
44 H 0.025
45 H 0.373
46 H 0.526
47 H 0.241
48 H -0.473
49 H 0.413
50 H 0.150
51 H 0.190
52 H 0.348
53 H 0.109
54 H 0.391
55 H 0.323
56 H 0.522
57 H -0.101
58 H 0.293
59 H 0.352
60 H 0.431
61 H 0.050
62 H 0.487
63 H 0.249
64 H 0.356
65 H 0.296
66 H 0.422
67 H 0.348
68 H 0.397
69 H 0.234
70 S -0.525
71 C 0.601
72 N -0.958